C10H11NO3S2 | ωB97M-V with the def2-TZVPD basis set

## Properties
HOMO	-8.683	eV
E_LUMO	-0.00856	Ha
structure (SMILES)	O=[N+]([O-])c1ccccc1OC1SCCCS1
relative energy (zero: lowest compared OMol25 entry of this formula, charge and spin)	0.0	kJ/mol
net charge	0

Structure (XYZ):
```
27
Properties=species:S:1:pos:R:3:nbo_charge:R:1
O 2.65507 -1.29116 -1.43711 -0.34
N 2.13020 -2.39215 -1.17740 0.50
O 2.79280 -3.46667 -1.15278 -0.41
C 0.69355 -2.49177 -1.04478 -0.04
C 0.12069 -3.69291 -1.44037 -0.15
C -1.24408 -3.72365 -1.71638 -0.26
C -2.01242 -2.55863 -1.46084 -0.15
C -1.46964 -1.39165 -0.92245 -0.30
C -0.06763 -1.30418 -0.78684 0.35
O 0.61792 -0.20471 -0.64847 -0.48
C -0.13355 1.07070 0.06584 -0.24
S 0.13564 0.68637 1.75528 0.27
C -0.22605 2.21336 2.57053 -0.56
C 0.61736 3.36360 2.07869 -0.43
C 0.43402 3.64887 0.59702 -0.52
S 1.00315 2.27929 -0.51250 0.27
H 0.79446 -4.54613 -1.53310 0.26
H -1.67337 -4.61095 -2.20008 0.23
H -3.07980 -2.58844 -1.75362 0.22
H -2.09218 -0.54926 -0.56470 0.22
H -1.16774 1.17730 -0.28026 0.21
H -0.00853 2.09729 3.62667 0.25
H -1.29081 2.42165 2.46509 0.21
H 0.31263 4.28914 2.56896 0.22
H 1.67707 3.19272 2.29516 0.22
H -0.61442 3.92837 0.37470 0.21
H 1.09565 4.44360 0.23374 0.24
```



C26H61AlIN6O6 | ωB97M-V with the def2-TZVPD basis set

## Properties
HOMO	-4.290	eV
E_LUMO	0.07136	Ha
net charge	-1

Structure (XYZ):
```
101
Properties=species:S:1:pos:R:3:mulliken_charge:R:1
C 0.67048 -2.48047 0.28872 -1.15
C -0.38341 -1.62686 1.04030 0.26
C -1.51587 -0.97440 0.17733 -0.26
I -2.05141 -2.07483 -1.61878 -0.21
Al -3.11716 -0.72441 1.46643 0.23
C -4.74179 0.14827 0.59012 -0.50
C -5.55118 -0.91434 -0.25277 -0.57
C -6.91241 -1.33492 0.37753 0.60
C -7.38472 -2.61879 -0.39786 -1.40
C -6.82024 -1.65182 1.90081 -1.21
H 1.36460 -2.86347 1.06222 0.22
H 1.29806 -1.84407 -0.35957 0.25
H 0.27449 -3.36242 -0.23166 0.54
H 0.17363 -0.78312 1.49174 -0.09
H -0.84351 -2.16079 1.89324 -0.20
H -1.20729 0.04249 -0.12413 0.20
H -2.55172 0.28203 2.60189 -0.38
H -3.57916 -2.13219 2.11345 -0.36
H -5.39339 0.52827 1.40779 0.30
H -4.47892 1.00878 -0.05511 0.24
H -4.92500 -1.81698 -0.34852 0.12
H -5.76491 -0.49323 -1.25659 0.21
H -7.64927 -0.51965 0.25310 0.21
H -8.23752 -3.10108 0.11157 0.41
H -7.63190 -2.29900 -1.42170 0.33
H -6.51501 -3.29632 -0.42959 0.31
H -5.95944 -2.30800 2.09810 0.15
H -6.74375 -0.72284 2.48739 0.33
H -7.74430 -2.17468 2.20795 0.43
C 2.71795 -0.51513 2.51699 -0.12
O 3.14704 -1.53322 2.00891 -0.54
N 3.19381 0.72605 2.27720 0.25
C 2.62629 1.89783 2.91168 -0.89
C 4.30436 0.88436 1.35396 -0.99
H 1.87760 -0.52825 3.22851 0.40
H 2.25013 2.57968 2.14576 0.32
H 3.39831 2.40400 3.49870 0.34
H 1.80513 1.61741 3.56997 0.27
H 4.02470 0.49438 0.37667 0.34
H 5.16234 0.31577 1.72129 0.25
H 4.57340 1.93394 1.26173 0.36
C -0.11041 3.17386 -1.80794 0.11
O 0.57651 3.58867 -0.89305 -0.67
N -1.42865 3.41887 -1.96013 0.24
C -2.19172 2.89696 -3.08340 -1.03
C -2.10403 4.23062 -0.96693 -1.06
H 0.30720 2.54771 -2.61235 0.33
H -2.62063 3.72722 -3.65222 0.66
H -2.99709 2.26147 -2.70492 0.24
H -1.55330 2.30732 -3.74066 0.27
H -1.63500 5.21612 -0.92045 0.31
H -2.01422 3.75798 0.01289 0.32
H -3.15519 4.33807 -1.22465 0.38
C -1.14555 -0.76001 5.69538 0.03
O -0.60280 -0.72762 4.61334 -0.47
N -2.01167 -1.71805 6.11223 0.18
C -2.61124 -1.68624 7.42734 -0.94
C -2.34469 -2.80800 5.20957 -0.75
H -0.96745 0.01734 6.45794 0.27
H -2.33659 -2.59142 7.97603 0.33
H -3.69891 -1.64027 7.33105 0.33
H -2.26788 -0.81567 7.98508 0.29
H -1.42968 -3.33998 4.94038 0.27
H -2.79264 -2.40073 4.30169 0.08
H -3.04246 -3.49571 5.68429 0.36
C 6.92758 1.76112 -1.60513 0.08
O 5.93101 1.19111 -1.22270 -0.50
N 7.98726 2.07685 -0.82202 0.13
C 9.15202 2.76119 -1.34338 -0.93
C 7.94815 1.71482 0.58338 -0.82
H 7.05375 2.07697 -2.65328 0.23
H 10.03744 2.13783 -1.19703 0.33
H 9.28677 3.70742 -0.81381 0.33
H 9.03366 2.96420 -2.40645 0.29
H 7.83646 0.63328 0.67894 0.27
H 7.09098 2.19300 1.06002 0.21
H 8.86398 2.03200 1.07777 0.38
C 5.67583 -5.35790 -0.90352 0.12
O 5.85260 -6.47750 -1.34504 -0.61
N 5.29496 -5.07454 0.35965 0.16
C 5.10351 -3.71006 0.82414 -0.80
C 5.07037 -6.17095 1.28078 -0.97
H 5.81914 -4.45804 -1.52225 0.29
H 5.78312 -3.51602 1.65777 0.29
H 4.07605 -3.57897 1.16098 0.36
H 5.30701 -2.99767 0.02668 0.23
H 5.98752 -6.75488 1.38473 0.31
H 4.28856 -6.82347 0.88811 0.30
H 4.76981 -5.78627 2.25269 0.37
C -3.30398 4.93633 -6.46350 0.10
O -3.27327 4.57923 -5.30508 -0.62
N -3.41694 4.10305 -7.52154 0.11
C -3.44779 4.59060 -8.88476 -0.92
C -3.50987 2.67342 -7.27644 -0.88
H -3.23968 5.99808 -6.75060 0.25
H -4.38685 4.29291 -9.35700 0.33
H -2.61246 4.16264 -9.44375 0.33
H -3.36908 5.67640 -8.90604 0.29
H -4.38314 2.46523 -6.65635 0.29
H -2.62016 2.33577 -6.74278 0.27
H -3.59531 2.13637 -8.21843 0.37
```



C27H57Cl6N3O24 | ωB97M-V with the def2-TZVPD basis set

## Properties
HOMO	-10.608	eV
E_LUMO	-0.00210	Ha
structure (SMILES)	C[N+](=O)[O-].C[N+](=O)[O-].C[N+](=O)[O-].COC(=O)OC.COC(=O)OC.COC(=O)OC.COC(=O)OC.COC(=O)OC.COC(=O)OC.ClCCCl.ClCCCl.ClCCCl
relative energy (zero: lowest compared OMol25 entry of this formula, charge and spin)	0.0	kJ/mol
net charge	0

Structure (XYZ):
```
117
Properties=species:S:1:pos:R:3:mulliken_charge:R:1
C -5.92249 6.75129 -2.67356 -0.62
N -5.63765 8.04640 -2.05026 0.83
O -4.52064 8.34253 -1.68938 -0.52
O -6.65446 8.72529 -1.95377 -0.51
H -6.33389 7.04482 -3.63932 0.27
H -6.57283 6.15342 -2.03504 0.25
H -4.96620 6.23384 -2.75013 0.29
C -1.59341 -2.45495 -6.34432 -0.71
N -3.01387 -2.30846 -6.17947 0.86
O -3.42605 -1.62766 -5.23431 -0.50
O -3.73437 -2.83586 -7.06601 -0.52
H -1.53739 -3.01130 -7.27997 0.33
H -1.07598 -2.97847 -5.54040 0.27
H -1.22342 -1.43078 -6.39184 0.27
C 0.91895 7.67499 2.81748 -0.69
N 0.80493 6.20606 2.83912 0.82
O 0.93467 5.61898 3.92833 -0.51
O 0.54493 5.66058 1.80277 -0.49
H 0.25501 8.02317 2.02625 0.30
H 1.94693 7.95800 2.59105 0.27
H 0.60390 8.16717 3.73759 0.29
C 4.04660 -5.48588 0.63354 -0.68
O 4.06810 -4.64490 1.73046 -0.22
C 5.09036 -4.63941 2.63362 0.71
O 6.19304 -5.21446 2.49832 -0.58
O 4.77800 -3.86555 3.64465 -0.27
C 5.62920 -3.73160 4.76910 -0.62
H 4.84788 -5.26161 -0.07055 0.31
H 3.19498 -5.36772 -0.03644 0.25
H 4.07730 -6.52464 0.96240 0.29
H 5.18296 -2.91778 5.34065 0.20
H 6.69110 -3.52945 4.62905 0.30
H 5.49865 -4.57496 5.44719 0.31
C -6.99037 0.83966 10.73835 -0.65
O -6.46831 0.24784 9.50279 -0.33
C -5.75003 0.92659 8.66273 0.86
O -5.17582 1.95399 8.90458 -0.58
O -5.44145 0.11360 7.68118 -0.32
C -4.48693 0.50775 6.72960 -0.69
H -7.93527 1.35821 10.57598 0.28
H -6.27990 1.58346 11.09904 0.32
H -7.15722 0.12082 11.54054 0.24
H -3.61378 -0.10082 6.96488 0.26
H -4.13369 1.53514 6.81785 0.32
H -4.62181 0.37341 5.65636 0.28
C -6.75280 -1.04242 -0.65890 -0.62
O -6.22882 -0.07436 0.24752 -0.27
C -6.56663 1.28297 0.14691 0.77
O -7.44860 1.69969 -0.65121 -0.59
O -5.87319 1.88700 1.08938 -0.24
C -6.37325 3.11955 1.55406 -0.70
H -7.37756 -1.62538 0.01781 0.23
H -5.94435 -1.62386 -1.10209 0.23
H -7.29999 -0.58309 -1.48212 0.33
H -5.56638 3.82797 1.74165 0.27
H -6.82962 3.04549 2.54114 0.28
H -7.13222 3.63624 0.96661 0.32
C 2.23539 0.78714 6.28228 -0.60
O 1.91113 1.07841 7.61166 -0.28
C 2.81284 1.34538 8.56599 0.76
O 4.00806 1.16088 8.39618 -0.57
O 2.21371 1.74943 9.70224 -0.29
C 2.94044 2.00346 10.87980 -0.62
H 2.59482 -0.23933 6.20950 0.26
H 3.10638 1.36986 5.98242 0.30
H 1.37191 0.81453 5.61765 0.23
H 2.16110 2.36442 11.55095 0.22
H 3.71094 2.74958 10.68556 0.29
H 3.34147 1.11822 11.37339 0.30
C 6.31740 -2.92546 -5.32175 -0.65
O 5.55175 -4.08940 -4.97715 -0.26
C 5.42538 -5.09104 -5.84662 0.76
O 5.70193 -5.09966 -7.03928 -0.58
O 4.97232 -6.11732 -5.14291 -0.27
C 4.65142 -7.35946 -5.73530 -0.65
H 7.34176 -3.20251 -5.07268 0.30
H 6.02160 -2.11235 -4.65883 0.21
H 6.32076 -2.67523 -6.38264 0.32
H 3.93032 -7.23972 -6.54386 0.30
H 4.18784 -7.99564 -4.98132 0.23
H 5.48328 -7.84910 -6.24163 0.29
C 2.54548 1.35726 -8.94435 -0.54
O 1.80163 0.44992 -9.84569 -0.32
C 0.45144 0.51956 -10.17421 0.76
O -0.28972 1.46072 -9.84638 -0.57
O 0.06339 -0.59219 -10.82973 -0.28
C -1.26659 -0.74032 -11.21664 -0.61
H 2.25924 2.35955 -9.26304 0.29
H 3.62790 1.37614 -9.07124 0.23
H 2.19722 1.03728 -7.96230 0.23
H -1.95598 -0.98582 -10.40882 0.25
H -1.24929 -1.52858 -11.96926 0.24
H -1.66698 0.16410 -11.67472 0.31
Cl 6.18924 2.27520 -0.69073 -0.17
C 6.50942 3.09360 -2.18258 -0.37
C 6.67819 4.55793 -2.00671 -0.44
Cl 5.19837 5.30453 -1.37480 -0.18
H 5.71557 2.83126 -2.88193 0.31
H 7.46861 2.65652 -2.46010 0.26
H 6.89572 5.07633 -2.94054 0.30
H 7.38094 4.84285 -1.22374 0.30
Cl -1.11882 1.80855 -1.89858 -0.18
C -0.69158 0.31913 -0.99747 -0.30
C 0.78635 0.06322 -0.99070 -0.53
Cl 1.50486 -0.10780 -2.58293 -0.18
H -1.12419 -0.58947 -1.41629 0.27
H -1.04344 0.37492 0.03267 0.28
H 1.12558 -0.70083 -0.29124 0.36
H 1.26238 0.98516 -0.65675 0.29
Cl -2.16070 -3.56803 2.29499 -0.18
C -2.82874 -5.19418 1.92656 -0.50
C -1.96678 -5.89507 0.85646 -0.39
Cl -2.09015 -5.09746 -0.73465 -0.16
H -3.75249 -4.92959 1.41199 0.29
H -2.98411 -5.75405 2.84879 0.34
H -2.50146 -6.84190 0.78076 0.26
H -0.93134 -6.14408 1.08878 0.34
```



C2H2N2O2S | ωB97M-V with the def2-TZVPD basis set

## Properties
HOMO	-9.319	eV
E_LUMO	-0.01843	Ha
structure (SMILES)	On1ocnc1=S
relative energy (zero: lowest compared OMol25 entry of this formula, charge and spin)	315.3	kJ/mol
net charge	0

Structure (XYZ):
```
9
Properties=species:S:1:pos:R:3:nbo_charge:R:1
O -0.43210 1.93129 -0.01883 -0.48
N 0.02937 0.75787 0.43923 0.12
O 1.33939 0.37481 -0.03429 -0.29
C 1.21736 -0.94640 -0.05297 0.41
N 0.06671 -1.47060 0.08110 -0.47
C -0.74341 -0.36587 0.27408 0.14
S -2.38669 -0.35758 0.01108 -0.11
H -1.19408 1.61281 -0.57661 0.48
H 2.10345 -1.53635 -0.12279 0.21
```



Number 1: orbital gap 8.45 eV. Number 2: orbital gap 6.23 eV. Number 3: orbital gap 10.55 eV. Number 4: orbital gap 8.82 eV.